[1]
102
Properties=species:S:1:pos:R:3:forces:R:3 method="wB97M-V/def2-TZVPD" max_force_ev_per_a=9.08 total_charge=0 gap_ev=8.50
C -4.9026 2.6489 -4.5779 -0.933 -0.919 -1.609
S -4.7026 1.8543 -2.9879 1.531 1.906 1.086
O -3.3349 1.1661 -3.0052 -1.448 0.714 -0.074
C -4.3452 3.5064 -2.0894 -1.562 0.167 0.615
H -4.9516 1.6400 -5.1496 0.177 2.156 -0.101
H -4.0516 3.3081 -4.8441 -0.213 -0.855 -0.008
H -5.8616 3.2732 -4.7501 1.298 -1.390 0.701
H -3.3716 3.9479 -2.5710 -1.739 -1.056 1.415
H -4.3601 3.1061 -0.9392 0.462 1.679 -2.763
H -5.2545 4.3303 -2.3140 2.370 -2.447 0.818
C 1.8377 -3.5898 -2.7167 -0.575 3.256 -2.223
S 2.1467 -3.1026 -1.0161 -2.385 -2.242 0.405
O 1.1307 -3.9656 -0.2341 0.963 1.306 -0.378
C 3.6681 -4.0566 -0.8946 -0.816 4.449 2.622
H 2.4776 -4.3760 -2.9917 0.671 -1.007 -0.533
H 1.9742 -2.6729 -3.4153 0.849 -1.261 1.125
H 0.8349 -3.7409 -3.0954 -0.665 -0.687 1.194
H 4.0879 -3.8533 -1.7910 2.185 0.558 -2.603
H 3.3758 -5.0267 -0.8173 -0.511 -2.797 0.902
H 4.1071 -3.4293 -0.0692 0.347 -1.819 -0.591
C 0.1710 -4.5173 2.7760 -0.572 0.700 2.150
S 1.5075 -5.6467 2.8913 -1.797 -1.501 0.346
O 1.1844 -6.2417 4.2215 1.010 -0.602 0.302
C 0.7974 -6.7966 1.6455 0.397 -2.986 0.467
H 0.4321 -3.8762 2.0355 0.514 2.217 -2.510
H 0.1831 -3.9263 3.7331 -0.054 -0.759 -0.796
H -0.8155 -4.9139 2.5660 0.074 -0.509 0.242
H -0.2550 -7.1307 1.8067 0.690 0.595 0.746
H 1.3885 -7.8067 1.5857 -0.687 2.048 0.291
H 0.7632 -6.3824 0.6781 0.469 0.916 -1.227
C 1.6541 5.7444 -0.2933 1.826 0.905 -0.890
S 1.3222 4.5380 1.0145 -1.417 0.213 -0.230
O -0.1529 4.2386 0.8939 0.831 0.159 0.204
C 2.1853 3.1729 0.2417 -2.411 -0.829 8.160
H 1.1468 6.7596 -0.2220 0.940 -1.390 0.474
H 1.3758 5.3340 -1.2292 -1.374 -0.773 -0.895
H 2.7673 5.7513 -0.5954 -1.205 0.718 1.446
H 3.0950 3.4640 0.2182 6.608 2.232 -0.297
H 1.8914 3.0500 -0.6465 -2.886 -1.747 -6.729
H 2.2551 2.3290 0.9848 -0.911 0.460 -1.213
C -0.1969 5.9683 -4.9137 -0.530 0.136 1.908
S -1.5901 4.8025 -4.5061 0.838 -0.577 -2.204
O -1.8234 3.9614 -5.7327 -0.318 0.656 0.565
C -0.6825 3.7022 -3.4311 3.593 1.833 -1.676
H -0.3021 6.5864 -5.7958 -1.142 0.461 0.235
H 0.7555 5.5493 -5.1231 0.774 -1.406 0.157
H -0.1050 6.4809 -3.9216 0.029 0.340 -1.106
H 0.3551 3.4412 -4.0213 -2.806 0.108 1.753
H -1.3122 2.9718 -3.0603 -1.225 -2.291 -0.233
H -0.5192 4.2511 -2.5248 0.824 0.697 0.608
C 3.3225 0.2595 -3.1568 -1.006 -4.907 -1.620
S 4.0579 0.3786 -1.5694 3.651 -1.659 0.211
O 5.3189 -0.5390 -1.5719 -2.167 1.101 0.208
C 4.7259 2.0217 -1.8918 4.565 -1.438 0.954
H 2.5324 -0.6627 -3.1760 1.148 3.010 0.344
H 3.9145 -0.0514 -4.0548 0.784 0.023 1.315
H 3.1097 1.2221 -3.4463 -2.037 2.063 -0.487
H 5.5817 2.2730 -1.1086 -2.338 -0.388 -1.243
H 3.9125 2.6229 -1.9545 -2.149 2.435 0.238
H 5.2702 2.0404 -2.8488 -0.294 -0.283 0.140
C -5.0127 -1.7926 -0.3860 0.662 -1.235 1.240
S -5.3033 -0.2240 0.4628 -0.003 -0.055 -0.227
O -6.1209 0.5423 -0.5240 0.004 0.259 0.134
C -6.4385 -0.7605 1.7179 -2.570 1.281 1.314
H -4.4534 -1.3982 -1.2418 0.540 -0.636 0.220
H -5.9276 -2.2135 -0.8233 -0.055 0.207 0.493
H -4.4840 -2.5897 0.3292 -0.838 1.885 -1.833
H -7.3734 -1.1419 1.2119 0.814 0.760 0.320
H -6.7365 0.1386 2.4736 0.848 -2.074 -2.025
H -6.1089 -1.5992 2.2986 0.756 -0.246 0.396
C -0.9821 1.2294 -0.4104 4.595 2.584 -1.513
S -0.0923 -0.2456 -0.9520 -0.481 0.025 0.737
O 1.3141 0.0363 -0.5062 -0.181 -0.152 -0.085
C -0.8392 -1.2918 0.3043 -2.372 -2.022 -3.910
H -1.9392 1.3780 -0.7658 -2.162 -0.089 -0.600
H -0.2787 2.0873 -0.9522 -1.916 -2.054 1.047
H -0.7649 1.5010 0.6147 -0.350 -0.520 0.440
H -0.5610 -2.3077 0.4884 0.508 -0.696 -0.938
H -1.9366 -1.1758 0.3686 0.035 -0.416 -1.211
H -0.7246 -0.8463 1.1395 1.954 3.487 6.070
C -1.1723 0.6696 4.0153 2.261 0.553 -3.071
S -2.9575 0.5535 3.8945 1.371 1.109 -0.261
O -3.1801 -0.6185 3.0131 -0.400 -0.331 0.102
C -3.1230 -0.0004 5.5743 1.543 2.361 2.193
H -0.7211 0.8829 4.9188 -0.020 0.877 2.570
H -0.7027 1.5506 3.3576 -1.182 -2.340 0.704
H -0.6984 -0.3582 3.8626 -0.901 1.216 -0.770
H -2.8596 -0.9884 5.4540 0.324 -2.528 0.247
H -4.1442 0.1499 5.7713 -1.341 -0.228 0.760
H -2.4474 0.4704 6.4676 -1.646 -0.761 -2.576
C 4.5930 -2.2431 2.2574 -2.250 0.540 0.899
C 3.3084 -1.5088 2.5279 0.181 -0.309 2.485
C 2.6560 -1.4686 3.8205 2.264 -0.088 -0.178
C 3.3883 -2.2349 4.8192 -4.030 0.320 3.058
C 4.4075 -3.0441 4.5698 1.479 2.940 -8.462
C 5.1718 -3.0337 3.2144 -3.199 0.988 2.029
H 5.0724 -2.2717 1.2893 -0.319 0.679 -0.282
H 2.8210 -0.8772 1.8259 0.066 0.190 -1.187
H 1.7723 -0.7714 4.2113 2.008 -1.721 -1.562
H 2.9394 -2.3810 5.9731 1.078 0.776 -3.235
H 4.8647 -3.5881 5.1879 2.956 -4.219 5.487
H 6.0490 -3.6058 2.8999 -0.276 -0.008 0.871

[2]
102
Properties=species:S:1:pos:R:3:forces:R:3 method="wB97M-V/def2-TZVPD" max_force_ev_per_a=1.15 total_charge=-1 gap_ev=6.65
C 6.6705 -3.7240 4.8706 0.404 1.061 0.077
C 5.8507 -2.6377 4.2145 0.054 -0.824 0.315
Br 6.7924 -0.9632 4.0720 -0.052 -0.143 0.049
C 4.6213 -2.7274 3.7379 -0.437 0.264 -0.354
Br 3.8082 -4.5022 3.9128 0.152 0.272 0.004
Al 3.4772 -1.2904 2.8429 -0.383 0.837 0.130
F 2.6449 -0.4213 4.0773 0.508 -0.446 -0.360
C 4.4396 -0.1226 1.5197 -0.505 -0.110 -0.009
C 4.2168 1.3961 1.6843 0.828 -0.114 0.200
C 4.4956 1.9599 3.0974 -0.157 1.128 0.164
C 3.2307 2.5778 3.7657 0.401 -0.602 0.234
C 5.5727 3.0561 3.0049 0.147 -0.207 -0.088
P 1.7976 -2.5016 1.6313 0.085 -0.643 0.553
P -0.0181 -1.3756 1.4904 0.052 0.767 -0.614
O -0.1775 -0.3134 2.4953 0.024 0.210 0.441
O -1.2775 -2.4135 1.6529 0.306 0.058 -0.389
O -0.2097 -0.7954 -0.0124 -0.237 -0.643 0.280
H 7.2844 -4.2063 4.1076 -0.046 -0.252 0.117
H 6.0490 -4.4283 5.4114 -0.060 -0.149 -0.196
H 7.3417 -3.2385 5.5825 0.083 -0.203 -0.002
H 5.5063 -0.3622 1.4609 0.044 0.182 0.139
H 4.0417 -0.3876 0.5297 0.009 -0.128 0.065
H 4.9193 1.9005 1.0050 -0.182 0.089 -0.086
H 3.2202 1.7126 1.3693 -0.087 -0.286 0.006
H 4.8716 1.2157 3.7975 -0.013 -0.365 -0.363
H 3.0631 2.0911 4.7272 -0.154 0.011 -0.030
H 2.3502 2.3783 3.1576 -0.110 0.228 0.092
H 3.3602 3.6431 3.9729 -0.137 0.055 -0.263
H 5.9197 3.3753 3.9920 -0.127 0.088 -0.004
H 6.4517 2.7154 2.4470 -0.027 -0.084 0.063
H 5.1741 3.9217 2.4667 0.021 0.042 0.072
H 2.3370 -2.6580 0.3316 -0.436 0.299 -0.073
H -1.2572 -2.6954 2.5776 -0.072 -0.074 -0.087
H -0.7690 0.0028 0.0247 0.126 0.146 0.017
C -2.1100 2.7844 -2.2903 -0.010 -0.097 -0.141
C -2.6473 2.8229 -0.8631 0.172 0.167 -0.221
C -3.1638 4.2068 -0.4421 -0.201 -0.152 0.243
O -2.1470 5.1465 -0.1384 -0.129 0.090 -0.175
C -1.5670 5.7874 -1.2574 0.167 0.019 0.209
N -1.6203 2.3237 0.0504 -0.164 -0.099 0.224
H -1.1209 3.2341 -2.3721 -0.003 0.011 0.010
H -2.0155 1.7515 -2.6291 0.037 -0.007 0.049
H -2.7792 3.3028 -2.9824 0.000 0.015 0.024
H -3.4959 2.1339 -0.8152 -0.076 0.101 0.120
H -3.7328 4.0825 0.4821 0.084 -0.015 0.041
H -3.8578 4.6206 -1.1876 0.102 -0.012 -0.114
H -2.2988 5.9534 -2.0542 -0.001 -0.063 -0.030
H -0.7201 5.2160 -1.6443 -0.053 0.016 -0.157
H -1.1897 6.7553 -0.9249 -0.042 -0.007 0.038
H -2.0216 2.2497 0.9832 0.010 -0.182 -0.019
H -0.9105 3.0454 0.1480 0.115 -0.121 -0.081
C -1.9666 -5.5208 0.1215 -0.208 0.048 0.061
C -0.8942 -4.9846 -0.8205 0.066 -0.289 0.159
C -0.7711 -5.7803 -2.1303 0.061 0.283 -0.104
O -0.1049 -7.0268 -2.0148 -0.193 -0.045 -0.083
C -0.9035 -8.0893 -1.5370 0.260 -0.054 0.030
N 0.3731 -4.9073 -0.0931 -0.134 -0.248 -0.498
H -1.6419 -6.4204 0.6461 0.056 -0.015 -0.057
H -2.1981 -4.7729 0.8788 0.085 0.034 -0.020
H -2.8891 -5.7529 -0.4184 0.016 -0.021 -0.004
H -1.1842 -3.9652 -1.0945 0.045 0.003 -0.048
H -0.1635 -5.1931 -2.8240 0.062 -0.050 0.023
H -1.7526 -5.9177 -2.6064 -0.044 -0.060 0.084
H -1.9384 -8.0068 -1.8829 -0.027 0.044 0.047
H -0.8797 -8.1397 -0.4459 -0.165 -0.013 0.012
H -0.4815 -9.0191 -1.9216 0.014 0.033 -0.040
H 1.0644 -4.4460 -0.6775 -0.001 0.174 0.158
H 0.7316 -5.8541 0.0101 -0.038 0.018 0.142
C 3.0876 1.8038 -6.4671 0.107 -0.125 -0.065
C 3.1194 2.4160 -5.0699 -0.211 0.075 -0.244
C 1.8736 2.1033 -4.2280 0.145 0.010 0.285
O 0.7208 2.8522 -4.5760 0.032 -0.144 -0.088
C -0.0021 2.3551 -5.6842 -0.115 0.248 0.068
N 3.3530 3.8592 -5.1901 -0.047 -0.002 0.177
H 2.4348 2.3555 -7.1438 -0.042 0.028 0.056
H 4.0857 1.8171 -6.9058 -0.003 0.051 0.021
H 2.7494 0.7659 -6.4356 -0.014 0.012 0.005
H 3.9739 1.9799 -4.5448 -0.046 0.015 0.091
H 2.0912 2.3734 -3.1918 -0.052 0.038 -0.006
H 1.6473 1.0298 -4.2317 -0.003 -0.004 -0.100
H 0.0275 1.2628 -5.7317 0.055 -0.007 -0.024
H 0.3703 2.7798 -6.6203 0.010 -0.147 -0.073
H -1.0401 2.6699 -5.5684 0.009 -0.017 0.063
H 3.4849 4.2505 -4.2614 0.114 -0.012 -0.025
H 2.4863 4.2817 -5.5134 0.036 -0.010 -0.073
C -5.2630 -0.1353 0.7010 0.105 -0.084 -0.091
C -5.2101 0.4601 2.1043 -0.147 0.022 -0.254
C -6.4232 0.1023 2.9745 0.174 0.035 0.230
O -7.6080 0.8201 2.6693 -0.020 -0.169 -0.045
C -8.3466 0.3174 1.5734 -0.081 0.234 0.057
N -5.0203 1.9109 1.9968 -0.064 0.046 0.189
H -5.9497 0.4064 0.0486 -0.043 0.027 0.061
H -4.2770 -0.0891 0.2377 0.010 0.015 0.042
H -5.5699 -1.1828 0.7272 0.006 0.005 -0.001
H -4.3284 0.0419 2.5981 -0.027 0.020 0.069
H -6.1852 0.3657 4.0083 -0.050 0.059 -0.011
H -6.6172 -0.9780 2.9598 -0.002 -0.005 -0.117
H -8.2887 -0.7731 1.5111 0.061 -0.006 -0.033
H -8.0090 0.7614 0.6339 0.009 -0.146 -0.075
H -9.3894 0.6022 1.7193 0.016 -0.005 0.054
H -4.8725 2.2961 2.9260 0.157 -0.009 -0.034
H -5.9062 2.3164 1.7038 0.034 -0.020 -0.092

[3]
98
Properties=species:S:1:pos:R:3:forces:R:3 method="wB97M-V/def2-TZVPD" max_force_ev_per_a=2.22 total_charge=-1 gap_ev=6.74
C 2.6551 -1.6917 3.0316 -0.243 -0.308 -0.358
C 1.8146 -2.1641 1.8400 0.388 0.033 0.077
C 2.0217 -1.2817 0.6159 -0.742 -0.144 0.095
C 2.0136 -3.6437 1.5162 -0.205 0.161 0.051
C 0.7863 -4.2824 0.8715 0.155 0.233 -0.248
C -0.3575 -4.4567 1.8558 0.429 0.162 -0.595
O -0.5887 -5.7630 2.2704 0.284 -0.042 0.370
B -1.7590 -5.6000 3.1380 -0.573 -0.756 -0.882
S -1.3638 -5.1390 4.9863 0.050 0.106 0.483
O -2.5381 -4.5409 2.3984 -0.077 0.166 -0.276
C -1.7496 -3.9359 1.4681 -0.200 0.504 2.151
C -1.9978 -2.4254 1.5590 0.091 -0.264 -0.725
Br -2.2349 -4.4887 -0.4116 -0.150 -0.343 -0.585
H 2.8625 -2.5248 3.6903 0.065 -0.145 0.311
H 3.6018 -1.2671 2.7151 0.223 0.143 -0.037
H 2.0841 -0.9575 3.5843 0.110 0.374 0.228
H 0.7776 -2.0304 2.1101 -0.345 -0.036 0.287
H 2.8688 -1.5959 0.0152 0.304 0.092 -0.047
H 2.0935 -0.2382 0.8969 0.280 0.288 -0.003
H 1.1214 -1.3524 0.0109 -0.013 -0.035 -0.436
H 2.2179 -4.1865 2.4353 0.173 -0.165 0.159
H 2.8822 -3.7270 0.8646 0.193 -0.212 -0.073
H 0.4373 -3.6409 0.0638 0.025 0.070 -0.249
H 1.0800 -5.2240 0.4193 -0.260 -0.295 -0.021
H -0.1078 -3.8461 2.7354 -0.081 0.179 0.164
H -2.4717 -6.5779 3.2478 0.190 -0.073 0.071
H -0.2063 -4.4592 4.9409 -0.041 0.054 -0.184
H -2.9527 -2.3010 2.0437 -0.381 0.054 0.046
H -1.2602 -1.9242 2.1761 0.238 -0.037 0.128
H -2.0396 -1.9684 0.5775 0.131 0.284 -0.041
C 0.0052 -3.7164 -5.7560 -0.064 0.121 -0.051
C -0.2833 -4.0678 -4.2984 0.186 -0.123 -0.175
C 0.8838 -3.7759 -3.3443 -0.183 0.069 0.242
O 1.9464 -4.7122 -3.4089 0.082 0.098 -0.088
C 2.8705 -4.5091 -4.4557 -0.007 -0.163 0.128
N -0.7173 -5.4651 -4.2242 0.050 0.057 0.164
H 0.6426 -4.4585 -6.2366 0.037 -0.028 0.044
H -0.9253 -3.6789 -6.3230 -0.011 -0.046 0.017
H 0.4912 -2.7414 -5.8400 0.013 -0.007 0.002
H -1.1177 -3.4413 -3.9712 0.017 -0.006 0.111
H 0.5024 -3.8353 -2.3222 0.022 -0.094 -0.006
H 1.2701 -2.7559 -3.4812 0.008 -0.010 -0.122
H 3.0200 -3.4440 -4.6597 -0.030 0.020 -0.043
H 2.5583 -5.0167 -5.3727 0.016 0.103 -0.074
H 3.8220 -4.9402 -4.1421 -0.008 0.010 0.031
H -1.0165 -5.6632 -3.2727 -0.138 0.025 0.000
H 0.1081 -6.0454 -4.3490 -0.023 -0.018 -0.062
C -5.3301 2.9552 -0.6711 -0.075 0.062 -0.070
C -4.2335 2.1250 -1.3311 -0.035 0.028 0.205
C -4.1517 0.6773 -0.8272 0.069 -0.123 -0.162
O -3.5618 0.5410 0.4469 -0.121 0.068 0.011
C -4.4282 0.7549 1.5454 0.201 -0.034 0.097
N -2.9479 2.8129 -1.1782 0.114 0.028 0.007
H -5.0540 3.2672 0.3357 0.042 -0.057 0.035
H -5.5142 3.8614 -1.2496 0.046 0.005 0.001
H -6.2662 2.3968 -0.6113 0.010 -0.014 0.014
H -4.4614 2.0776 -2.4004 0.038 -0.072 -0.019
H -3.5002 0.1232 -1.5088 0.027 -0.019 0.043
H -5.1316 0.1824 -0.8521 -0.050 0.093 0.035
H -5.4413 0.4016 1.3321 -0.019 0.024 -0.027
H -4.4547 1.8089 1.8351 -0.104 0.005 -0.010
H -4.0314 0.1876 2.3866 0.008 -0.043 -0.032
H -2.2427 2.3168 -1.7160 -0.010 0.060 -0.052
H -2.6538 2.6868 -0.2115 -0.037 0.009 0.018
C 0.0756 6.4247 2.7589 0.003 0.124 0.036
C -1.0773 5.9635 1.8723 0.181 -0.149 0.172
C -2.2351 5.3088 2.6405 -0.178 0.078 -0.123
O -1.9925 3.9843 3.0675 0.012 0.044 0.066
C -1.2567 3.8513 4.2693 -0.014 -0.158 -0.084
N -0.5517 5.0853 0.8255 -0.257 -0.013 -0.055
H 0.7004 5.5918 3.0803 -0.040 -0.058 0.007
H 0.7175 7.1133 2.2094 0.005 -0.034 -0.037
H -0.2902 6.9416 3.6488 0.000 -0.015 0.004
H -1.4908 6.8526 1.3865 -0.072 -0.023 -0.018
H -3.0880 5.2360 1.9598 0.012 -0.036 -0.012
H -2.5531 5.9322 3.4878 0.097 0.012 0.034
H -1.4943 4.6527 4.9753 0.025 0.044 -0.013
H -0.1807 3.8351 4.0798 0.023 0.088 0.072
H -1.5319 2.8974 4.7174 -0.030 0.001 -0.024
H -1.3043 4.8678 0.1751 0.083 0.034 -0.116
H -0.3336 4.1913 1.2595 0.035 0.041 0.020
C 4.8792 4.1990 -2.1318 0.038 0.057 -0.120
C 4.8639 2.6781 -2.0120 -0.058 0.171 0.176
C 3.4562 2.0767 -1.8937 0.012 -0.223 -0.086
O 2.8528 2.2245 -0.6266 0.003 0.123 -0.039
C 2.2322 3.4754 -0.3871 -0.007 -0.166 0.176
N 5.7305 2.2794 -0.8992 -0.065 -0.135 -0.038
H 4.7036 4.6850 -1.1728 -0.048 -0.042 0.038
H 5.8523 4.5366 -2.4888 0.022 -0.027 0.036
H 4.1213 4.5482 -2.8361 -0.013 -0.004 0.017
H 5.2987 2.2751 -2.9319 -0.034 -0.067 -0.009
H 3.5377 0.9971 -2.0472 -0.006 -0.010 0.048
H 2.7917 2.4617 -2.6795 0.039 0.102 0.004
H 1.7815 3.8838 -1.2957 0.012 0.033 -0.007
H 2.9363 4.1987 0.0318 -0.036 0.091 -0.082
H 1.4444 3.3141 0.3478 0.069 -0.039 -0.080
H 5.8176 1.2671 -0.8895 0.067 0.023 -0.035
H 5.2403 2.4954 -0.0348 0.035 0.056 -0.003